The following is a DFT calculation (ωB97M-V/def2-TZVPD) of a structure of composition C10H4BrMgNO5.

As for the total charge: +2. The energy comes out at -97632.8554 eV. The calculation puts the energy relative to the best compared isomer or geometry (same formula, charge and spin) at 7.22 kcal per mole.

Positions of all 22 atoms, in Å:
O 1.6430 0.2570 -2.8698
C 1.0455 0.2028 -1.8759
Mg 0.2207 -0.3463 0.1166
O -1.7547 2.6643 -0.7961
C -1.1516 1.7478 -0.5216
C -1.0963 -0.1173 1.8419
O -1.6589 -0.2244 2.8525
C 1.4594 1.2671 0.9497
O 2.2454 1.9282 1.4582
C -1.4786 -1.2383 -0.9563
O -2.2576 -1.9101 -1.4626
Br 1.4494 -4.4311 3.6976
C 1.7514 -3.5901 2.0621
C 2.6942 -4.0798 1.1578
C 2.8878 -3.4239 -0.0589
C 2.1396 -2.2978 -0.3563
N 1.2653 -1.8973 0.5557
C 1.0111 -2.4566 1.7495
H 3.2673 -4.9678 1.4100
H 3.5910 -3.7372 -0.8021
H 2.2367 -1.7322 -1.2978
H 0.2561 -2.0135 2.4049



The following is a DFT calculation (ωB97M-V/def2-TZVPD) of a structure of composition C11H23AuClINO2P.

The spin multiplicity is 3. As for the total charge: +2. The energy comes out at -50944.8610 eV. The calculation puts the energy relative to the best compared isomer or geometry (same formula, charge and spin) at 60.68 kcal per mole. The expectation value of S² is 2.0198.

Positions of all 41 atoms, in Å:
C 2.7737 -2.0872 -0.4153
I 3.6984 -0.6857 0.7454
H 2.1666 -3.0011 -0.4619
H 2.5130 -2.1065 0.7779
H 3.6352 -2.3294 -1.0660
Au -1.1934 0.4641 -2.5594
P -0.6923 0.6098 -4.7614
C 1.1555 0.9583 -4.8608
C -0.8387 -1.1673 -5.1037
H -2.6476 2.2457 -4.1371
H -1.8799 2.6375 -5.6316
H -1.0012 3.1878 -4.0967
C -1.6220 2.3826 -4.5562
H -1.6560 -1.4795 -4.4562
H -1.1426 -1.4943 -6.1282
H 1.5152 1.1029 -5.8964
H 1.5873 0.0331 -4.4829
H 0.0866 -1.7018 -4.8623
H 1.3815 1.8531 -4.2818
C 0.9459 0.0596 -1.8520
O 1.5380 -0.9522 -1.6971
Cl -3.0800 -0.4870 -1.6275
O 0.8479 -1.1011 1.2305
C 0.2413 -0.7538 2.2573
C 0.7688 -0.9797 3.6592
C 0.9105 0.1102 4.6763
C -0.3873 0.7687 5.1050
C -1.3716 1.1989 4.0411
C -1.9840 0.0516 3.1749
N -1.0686 -0.2189 2.0369
H 0.3000 -1.8580 4.1152
H 1.7954 -1.2518 3.5191
H 1.3555 -0.2850 5.6517
H 1.6280 0.8768 4.2963
H -0.9086 0.0863 5.7785
H -0.1251 1.6254 5.7533
H -2.2967 1.5526 4.5117
H -0.9016 1.9197 3.3584
H -2.0627 -0.9047 3.7644
H -2.9545 0.4758 2.9654
H -1.0302 0.6446 1.5156



The following is a DFT calculation (ωB97M-V/def2-TZVPD) of a structure of composition C4H5NO.

The energy comes out at -7765.0035 eV. The calculation puts the energy relative to the best compared isomer or geometry (same formula, charge and spin) at 35.12 kcal per mole.

Positions of all 11 atoms, in Å:
C -0.3512 0.0123 -0.4351
C 1.2118 -0.1420 -0.5301
C -0.6162 1.0575 0.6573
C -1.0753 -0.8532 0.5514
N -1.3610 0.0291 1.4429
O -0.4454 2.2181 0.8251
H -0.8257 0.1897 -1.4021
H -1.2726 -1.9124 0.5958
H 1.6707 -0.2920 0.4451
H 1.4203 -1.0297 -1.1237
H 1.6446 0.7226 -1.0264